*a*
{
  "formula": "C5H3N3",
  "method": "ωB97M-V with the def2-TZVPD basis set",
  "homo_ev": -9.65,
  "lumo_energy_ev": -0.896,
  "smiles": "C=C1N=C1C#N.C#N",
  "symbols": ["C", "C", "N", "C", "C", "N", "H", "H", "C", "N", "H"],
  "positions_angstrom": [[0.96, 1.51, -1.22], [-0.05, 0.97, -0.61], [-1.26, 0.22, -0.65], [-0.86, 0.61, 0.51], [-1.11, 0.65, 1.86], [-1.28, 0.70, 3.00], [1.08, 1.44, -2.29], [1.71, 2.06, -0.68], [0.25, -2.74, 0.01], [1.03, -2.15, 0.59], [-0.48, -3.28, -0.53]]
}


*b*
{
  "formula": "C5H3N3",
  "method": "ωB97M-V with the def2-TZVPD basis set",
  "homo_ev": -9.56,
  "lumo_energy_ev": -1.933,
  "smiles": "C1=NC2=CN=NC2=C1",
  "symbols": ["C", "N", "C", "C", "N", "N", "C", "C", "H", "H", "H"],
  "positions_angstrom": [[1.11, -0.12, 1.42], [1.55, -0.11, 0.01], [0.44, 0.13, -0.66], [-0.23, 0.13, -2.05], [-1.56, -0.04, -1.83], [-1.80, -0.41, -0.35], [-0.76, -0.10, 0.25], [-0.25, 0.17, 1.64], [1.99, -0.17, 2.01], [0.18, 0.49, -3.02], [-0.70, 0.01, 2.57]]
}


Most stable: *a* (next structure +35.8 kJ/mol)


*a*
{
  "formula": "C5H3N3",
  "method": "ωB97M-V with the def2-TZVPD basis set",
  "homo_ev": -9.96,
  "lumo_energy_ev": -1.045,
  "smiles": "C#Cc1ccnnn1",
  "symbols": ["C", "C", "C", "C", "C", "N", "N", "N", "H", "H", "H"],
  "positions_angstrom": [[2.84, -0.33, 0.34], [1.62, -0.71, -0.10], [0.21, -0.57, -0.27], [-0.19, 0.79, -0.27], [-1.58, 0.83, -0.09], [-2.35, -0.23, 0.28], [-1.95, -1.42, 0.24], [-0.61, -1.71, -0.37], [3.86, 0.09, 0.36], [0.41, 1.62, -0.24], [-2.26, 1.65, 0.12]]
}


*b*
{
  "formula": "C5H3N3",
  "method": "ωB97M-V with the def2-TZVPD basis set",
  "homo_ev": -12.19,
  "lumo_energy_ev": -0.419,
  "symbols": ["C", "C", "C", "C", "C", "H", "H", "H", "N", "N", "N"],
  "positions_angstrom": [[0.78, 0.76, 1.68], [0.06, 0.05, 0.34], [-1.30, 0.38, -0.16], [0.00, -1.29, 0.30], [0.82, 0.60, -0.85], [1.46, 1.99, 1.53], [1.78, -0.06, 1.80], [0.09, 0.60, 2.48], [-2.44, 0.60, -0.64], [-0.07, -2.46, 0.09], [1.71, 1.08, -1.40]]
}


Most stable: *b* (next structure +99.3 kJ/mol)


*a*
{
  "formula": "C6H8N2O2S",
  "method": "ωB97M-V with the def2-TZVPD basis set",
  "homo_ev": [-8.42, -7.44],
  "lumo_energy_ev": [-0.253, -0.832],
  "symbols": ["C", "C", "C", "C", "C", "C", "N", "N", "O", "O", "S", "H", "H", "H", "H", "H", "H", "H", "H"],
  "positions_angstrom": [[-1.02, 0.41, 2.20], [-0.58, 0.20, 0.87], [0.58, 0.65, 0.26], [0.58, 0.01, -1.11], [0.90, 0.92, -2.33], [1.66, -1.02, -0.96], [-1.32, -0.59, -0.03], [-0.74, -0.64, -1.12], [-2.11, -0.22, 2.46], [-4.35, -1.11, 3.02], [-3.30, -0.27, 3.55], [-0.44, 1.09, 2.92], [1.30, 1.20, 0.78], [0.66, 1.90, -2.20], [0.45, 0.59, -3.19], [2.07, 0.80, -2.47], [2.55, -0.50, -0.82], [1.72, -1.70, -1.74], [1.41, -1.70, -0.11]]
}


*b*
{
  "formula": "C6H8N2O2S",
  "method": "ωB97M-V with the def2-TZVPD basis set",
  "homo_ev": -9.45,
  "lumo_energy_ev": 0.238,
  "symbols": ["C", "C", "C", "C", "C", "C", "N", "N", "O", "O", "S", "H", "H", "H", "H", "H", "H", "H", "H"],
  "positions_angstrom": [[-1.11, -0.52, -0.21], [-2.28, -1.09, 0.09], [0.20, -1.23, -0.79], [-0.89, 0.97, -0.24], [0.54, 1.28, 0.01], [1.42, 0.70, -1.08], [1.24, -0.71, -1.36], [-1.12, -3.17, 1.45], [-2.23, -3.85, -0.71], [-0.17, -2.55, -0.93], [-1.62, -2.73, -0.08], [-1.37, 1.34, -1.15], [-1.51, 1.32, 0.54], [0.58, 2.32, 0.20], [0.83, 0.76, 0.96], [1.26, 1.28, -1.96], [2.37, 0.82, -0.57], [-0.63, -2.32, 1.90], [-0.93, -4.19, 1.72]]
}


Most stable: *b* (next structure +35.3 kJ/mol)


*a*
{
  "formula": "C4H4O2S",
  "method": "ωB97M-V with the def2-TZVPD basis set",
  "homo_ev": -8.90,
  "lumo_energy_ev": 0.072,
  "smiles": "S=C1CC=COO1",
  "symbols": ["S", "C", "C", "C", "C", "O", "O", "H", "H", "H", "H"],
  "positions_angstrom": [[3.53, 0.57, -0.13], [2.07, -0.07, 0.01], [0.69, 0.55, 0.44], [-0.41, -0.21, -0.24], [-0.11, -1.48, -0.41], [0.97, -2.08, 0.20], [2.18, -1.37, 0.15], [0.78, 1.59, 0.23], [0.53, 0.37, 1.58], [-1.32, 0.13, -0.60], [-0.88, -2.10, -0.87]]
}


*b*
{
  "formula": "C4H4O2S",
  "method": "ωB97M-V with the def2-TZVPD basis set",
  "homo_ev": -8.33,
  "lumo_energy_ev": 0.012,
  "symbols": ["C", "C", "C", "C", "O", "O", "S", "H", "H", "H", "H"],
  "positions_angstrom": [[-0.33, -1.25, 0.22], [-1.52, -0.69, 0.07], [0.71, -0.09, 0.02], [-0.17, 1.08, -0.28], [3.21, 0.68, -0.02], [-1.49, 0.64, -0.14], [2.29, -0.44, 0.19], [-0.19, -2.24, 0.41], [-2.52, -1.11, 0.24], [0.00, 1.74, 0.47], [0.02, 1.69, -1.17]]
}


*c*
{
  "formula": "C4H4O2S",
  "method": "ωB97M-V with the def2-TZVPD basis set",
  "homo_ev": -10.63,
  "lumo_energy_ev": -0.873,
  "symbols": ["C", "C", "C", "C", "O", "O", "S", "H", "H", "H", "H"],
  "positions_angstrom": [[-3.01, 2.83, -0.71], [-2.67, 1.88, -1.39], [0.90, -1.88, 1.99], [2.00, -1.42, 1.78], [2.79, -0.27, -1.36], [0.87, -1.79, -1.40], [1.58, -0.74, -0.74], [-3.09, 3.70, -0.06], [-0.04, -2.30, 1.87], [-2.34, 0.99, -1.91], [3.00, -0.99, 1.92]]
}


Most stable: *b* (next structure +196.0 kJ/mol)


*a*
{
  "formula": "C4H4O2S",
  "method": "ωB97M-V with the def2-TZVPD basis set",
  "homo_ev": -9.54,
  "lumo_energy_ev": -0.585,
  "symbols": ["C", "C", "C", "C", "O", "O", "S", "H", "H", "H", "H"],
  "positions_angstrom": [[-1.03, 0.03, -0.07], [-0.95, 1.53, -0.39], [0.05, -0.48, 0.51], [0.16, 2.20, -0.62], [2.42, 0.78, 1.06], [2.32, -0.77, -0.79], [1.51, 0.45, 0.00], [-2.00, -0.46, -0.10], [-1.88, 1.99, -0.59], [0.06, -1.52, 0.48], [3.24, -0.40, -0.59]]
}


*b*
{
  "formula": "C4H4O2S",
  "method": "ωB97M-V with the def2-TZVPD basis set",
  "homo_ev": -9.65,
  "lumo_energy_ev": -0.726,
  "smiles": "O=C/C=C\\OC=S",
  "symbols": ["O", "C", "C", "C", "O", "C", "S", "H", "H", "H", "H"],
  "positions_angstrom": [[-3.60, 0.12, -0.47], [-2.42, 0.32, -0.21], [-1.55, -0.77, 0.26], [-0.26, -0.58, 0.58], [0.36, 0.67, 0.51], [1.67, 0.85, 0.17], [2.69, -0.34, -0.40], [-1.98, 1.35, -0.32], [-2.02, -1.72, 0.34], [0.39, -1.35, 0.95], [1.95, 1.92, 0.29]]
}


*c*
{
  "formula": "C4H4O2S",
  "method": "ωB97M-V with the def2-TZVPD basis set",
  "homo_ev": -8.68,
  "lumo_energy_ev": 0.497,
  "symbols": ["C", "C", "C", "C", "O", "O", "S", "H", "H", "H", "H"],
  "positions_angstrom": [[0.51, 1.32, 0.60], [-0.30, 0.12, 0.40], [1.76, 1.59, 0.50], [0.28, -1.16, -0.24], [2.88, 1.76, 0.22], [0.97, -1.38, 2.34], [-0.18, -1.43, 1.48], [-0.05, 2.15, 0.92], [-1.35, 0.36, 0.31], [-0.15, -1.71, -1.06], [1.31, -0.77, -0.50]]
}


Most stable: *b* (next structure +118.9 kJ/mol)


*a*
{
  "formula": "C4H13NO2",
  "method": "ωB97M-V with the def2-TZVPD basis set",
  "homo_ev": -8.27,
  "lumo_energy_ev": 0.668,
  "smiles": "C1CCNC1.O.O",
  "symbols": ["C", "C", "C", "N", "C", "H", "H", "H", "H", "H", "H", "H", "H", "H", "O", "H", "H", "O", "H", "H"],
  "positions_angstrom": [[-0.91, -1.43, -1.60], [0.22, -0.39, -1.61], [-0.24, 0.62, -0.58], [-1.30, 0.03, 0.31], [-1.53, -1.34, -0.19], [-0.52, -2.45, -1.65], [-1.65, -1.33, -2.39], [1.18, -0.91, -1.56], [0.21, 0.14, -2.57], [0.58, 1.01, 0.02], [-0.77, 1.52, -0.92], [-0.98, 0.05, 1.27], [-1.23, -2.03, 0.60], [-2.61, -1.48, -0.36], [0.24, 1.26, 2.13], [-0.17, 1.86, 1.49], [0.90, 1.85, 2.50], [2.83, 1.34, 1.81], [3.35, 1.07, 1.06], [2.39, 0.61, 2.25]]
}


*b*
{
  "formula": "C4H13NO2",
  "method": "ωB97M-V with the def2-TZVPD basis set",
  "homo_ev": -9.13,
  "lumo_energy_ev": 0.868,
  "smiles": "C=NCCC.O.O",
  "symbols": ["C", "N", "C", "C", "C", "H", "H", "H", "H", "H", "H", "H", "H", "H", "O", "H", "H", "O", "H", "H"],
  "positions_angstrom": [[1.25, 0.47, -0.38], [0.71, 0.52, 0.77], [-0.49, -0.02, 1.13], [-1.31, -1.05, 0.23], [-2.82, -1.07, 0.43], [0.91, -0.12, -1.22], [2.20, 1.03, -0.56], [-0.46, -0.42, 2.10], [-1.15, 0.95, 1.30], [-1.10, -0.81, -0.77], [-1.09, -2.15, 0.61], [-3.42, -1.75, 1.08], [-3.10, -0.21, 1.00], [-3.52, -1.28, -0.44], [3.76, -3.95, -2.13], [3.62, -4.31, -3.02], [3.67, -4.79, -1.56], [0.56, 6.19, 0.22], [1.39, 5.91, 0.38], [0.39, 6.84, 0.83]]
}


Most stable: *a* (next structure +161.0 kJ/mol)